A molecular structure, C38H39F2FeN7O, computed with ωB97M-V/def2-TZVPD.

The geometry in XYZ format:
```
88
Properties=species:S:1:pos:R:3:forces:R:3
Fe 0.130847 0.448945 -0.667243 -0.3201 0.5557 -0.4088
F -4.365748 1.608438 2.326690 0.0324 -0.0042 -0.0066
C -2.999714 1.705878 2.223063 -0.0356 0.0072 0.0624
C -2.339010 1.069378 1.198934 -0.0094 0.0811 0.0075
C -0.949283 1.178096 1.067542 -0.0299 0.0583 0.1906
C -0.260884 1.947113 2.029880 -0.0406 0.0402 0.0600
C -0.982233 2.566942 3.048116 0.0671 -0.0180 -0.0383
F -0.374385 3.346136 4.003563 0.0370 -0.0500 -0.1006
C -2.352474 2.466959 3.178641 -0.0023 -0.0467 -0.0774
C 1.216675 2.038934 1.870020 0.0974 -0.0434 -0.0296
C 2.102218 2.575516 2.811822 -0.0887 -0.0638 -0.1017
C 3.460064 2.535883 2.555622 0.0661 -0.0405 -0.0679
C 3.920199 1.980387 1.373022 0.0261 0.0235 0.0646
C 2.980402 1.483183 0.488438 0.0129 -0.0240 0.0245
N 1.679665 1.512666 0.727689 -0.1389 -0.0373 0.2196
H -2.918405 0.549126 0.442968 -0.0332 -0.0273 -0.0588
H -2.880817 2.975814 3.971747 -0.0023 -0.0116 0.0002
H 1.735733 2.990690 3.735138 -0.0288 0.0028 0.0183
H 4.157192 2.924904 3.288991 0.0127 0.0004 0.0022
H 4.974390 1.905665 1.144198 -0.0013 0.0061 0.0096
H 3.276680 1.034881 -0.450672 0.0303 -0.0191 -0.0345
O 1.120800 2.025615 -1.953372 0.0641 -0.0044 0.1327
C 2.116006 2.031201 -2.724320 0.0133 -0.0311 -0.1108
C 2.798055 3.253543 -3.050447 -0.0610 -0.0297 0.0321
C 3.897000 3.288198 -3.866542 0.0557 0.0576 -0.0179
C 4.421410 2.117770 -4.434010 0.0262 -0.0094 -0.0384
C 3.784352 0.924130 -4.157164 0.0331 -0.0132 -0.0030
C 2.650132 0.849186 -3.346223 -0.0428 0.0543 0.0411
C 2.020148 -0.439638 -3.104326 0.0626 0.0564 0.0387
N 1.213813 -0.793532 -2.114640 0.0891 -0.0536 -0.0624
C 0.985069 -2.140113 -2.257421 0.0212 -0.0984 -0.0350
C 1.627109 -2.610807 -3.353255 -0.0516 -0.0301 0.0183
N 2.282928 -1.521701 -3.887009 -0.0478 0.0384 0.0715
H 2.398461 4.155999 -2.604029 -0.0019 0.0176 0.0070
H 4.379580 4.241121 -4.064946 0.0013 -0.0026 -0.0074
H 5.310536 2.142697 -5.051721 -0.0072 0.0006 0.0046
H 4.212059 0.007813 -4.557078 0.0060 0.0279 -0.0038
H 0.382909 -2.668160 -1.544194 -0.0175 -0.0407 0.0326
H 1.682949 -3.589149 -3.793420 0.0031 -0.0440 -0.0012
H 2.824972 -1.496596 -4.728468 0.0061 -0.0081 -0.0091
C 3.888632 -1.956412 -0.570252 0.0377 -0.0192 -0.0259
C 3.341026 -1.811137 0.818663 0.0673 0.0581 -0.1039
C 4.085083 -1.928042 1.986309 0.0586 -0.0310 0.0427
C 3.171989 -1.727320 3.048141 0.0270 -0.0064 0.0518
C 1.942416 -1.499452 2.440562 -0.0616 0.0924 0.0786
C 0.642045 -1.215264 3.128740 -0.0551 0.0149 0.0063
N 2.033395 -1.538777 1.085300 0.0516 -0.1756 -0.0853
H 4.950097 -2.215982 -0.510604 0.0080 0.0031 -0.0196
H 3.808516 -1.040762 -1.164814 -0.0014 0.0300 0.0176
H 3.384370 -2.740921 -1.140980 -0.0085 -0.0133 0.0200
H 5.146507 -2.134923 2.048272 0.0311 -0.0075 0.0138
H 3.373366 -1.735106 4.111987 0.0166 -0.0020 0.0301
H 0.372920 -2.009994 3.837345 -0.0348 0.0085 -0.0145
H -0.151569 -1.115427 2.388087 0.0004 -0.0130 -0.0427
H 0.660082 -0.274602 3.689288 0.0172 0.0172 0.0367
N -1.233246 -1.502500 -0.333646 0.1288 -0.1562 0.0420
C -1.977798 -2.091670 0.317180 0.0692 0.1145 0.0922
N -2.843405 -2.760372 1.071869 -0.1373 -0.0810 -0.0732
C -4.265591 -2.438670 0.860837 -0.0773 0.0039 -0.0543
C -4.834585 -1.730777 2.080973 0.0172 0.0282 -0.0364
C -4.733614 -2.622005 3.330284 -0.0178 0.0087 0.0382
C -3.600610 -3.646497 3.195891 0.0482 -0.0286 0.0714
C -2.421934 -3.045258 2.452882 0.0986 0.0040 0.0564
H -4.813323 -3.366175 0.657022 0.0103 0.0381 0.0073
H -4.331915 -1.812411 -0.028684 -0.0327 0.0040 0.0229
H -5.869101 -1.442102 1.888558 -0.0083 0.0097 -0.0079
H -4.277181 -0.804484 2.225396 -0.0113 -0.0297 0.0020
H -5.677745 -3.141684 3.513680 -0.0064 -0.0122 -0.0171
H -4.547649 -1.992591 4.203091 -0.0127 0.0057 0.0084
H -3.944338 -4.534070 2.657420 -0.0032 -0.0026 -0.0182
H -3.269612 -3.984143 4.179814 0.0044 0.0023 -0.0137
H -1.569467 -3.725066 2.415424 -0.0137 0.0344 0.0278
H -2.087458 -2.127359 2.947987 -0.0140 -0.0301 0.0020
C -1.908641 -0.995849 -3.423719 0.0075 -0.0395 -0.0114
C -2.293047 0.371890 -2.946043 0.0432 -0.1827 0.0064
C -3.299638 1.151097 -3.489436 -0.1021 -0.0353 -0.0356
C -3.197375 2.413331 -2.860231 -0.0339 0.0701 -0.0101
C -2.137519 2.321974 -1.974025 0.0152 -0.0148 -0.0018
C -1.612232 3.445006 -1.132115 0.0608 0.0291 0.0200
N -1.586526 1.067974 -2.004683 0.0651 0.0397 -0.0509
H -2.708307 -1.398314 -4.053607 0.0032 0.0089 -0.0085
H -1.729698 -1.698883 -2.610963 -0.0280 0.0031 -0.0071
H -0.992290 -0.979467 -4.026264 -0.0110 0.0296 0.0209
H -3.988311 0.846020 -4.267560 -0.0006 -0.0037 -0.0100
H -3.797917 3.295395 -3.038603 -0.0196 0.0264 -0.0014
H -1.808668 4.396543 -1.637374 -0.0236 -0.0119 0.0165
H -0.534836 3.356759 -1.000132 0.0346 -0.0329 0.0230
H -2.074699 3.495366 -0.142849 -0.0097 -0.0327 0.0698
```
Positions in Å, forces in eV/Å.

- HOMO (spin up / spin down): -0.03097 / -0.03095 Eh
- Kohn-Sham gap (spin up / spin down): 5.06 / 5.06 eV
- Expectation value of S²: 6.0109
- Spin multiplicity: 5
- Energy relative to the best compared isomer or geometry (same formula, charge and spin): 6.2 kcal/mol
- Total charge: -2

Results of the Löwdin charge analysis, in e, for atoms 1 through 8: atom 1 (Fe): 0.76, atom 2 (F): 0.00, atom 3 (C): -0.29, atom 4 (C): -0.09, atom 5 (C): -0.12, atom 6 (C): -0.15, atom 7 (C): -0.22, atom 8 (F): 0.01